Entry 1:
C4H4NS | ωB97M-V/def2-TZVPD

Positions of all 10 atoms, in Å:
C1 -0.93064 1.19982 -0.44181
C2 1.25766 0.09882 0.43353
C3 -0.27950 0.00186 -0.06827
C4 -1.00422 -1.13351 -0.24210
N1 -1.38420 2.12912 -0.83159
S1 2.25697 1.58801 0.08383
H1 1.07268 0.13951 1.58625
H2 1.72588 -0.85758 0.10710
H3 -0.77780 -2.14389 0.21019
H4 -1.93682 -1.02216 -0.83712

- LUMO energy (spin up / spin down) (eV) = -9.91 / -8.94
- DFT total energy (hartree) = -607.2859
- net charge = +1

Entry 2:
C4H4O | ωB97M-V/def2-TZVPD

Positions of all 9 atoms, in Å:
O1 -0.23877 -1.18834 -0.93150
C1 0.63877 -0.73122 0.14981
C2 0.47258 0.77294 0.08328
C3 -0.83423 0.85114 -0.19215
C4 -1.29857 -0.57376 -0.35464
H1 1.56392 -1.29081 0.19285
H2 1.22259 1.53350 0.29490
H3 -1.52872 1.67894 -0.24324
H4 0.00244 -1.05241 1.00071

- LUMO energy (eV) = -0.43
- DFT total energy (hartree) = -229.8652

Entry 3:
C4H4O | ωB97M-V/def2-TZVPD

Positions of all 9 atoms, in Å:
C1 -1.40137 0.39827 0.60162
C2 -1.45716 -0.42689 -0.44746
C3 2.17964 -0.39983 0.29483
C4 -0.44867 0.66211 -0.43883
O1 3.14656 0.19894 -0.04348
H1 -1.76937 0.70204 1.51635
H2 -1.88141 -1.17433 -1.12530
H3 1.82260 -1.37106 0.80453
H4 -0.19083 1.41074 -1.16227

- LUMO energy (spin up / spin down) (eV) = 0.97 / 1.04
- DFT total energy (hartree) = -229.7962

Entry 4:
C4H4O | ωB97M-V/def2-TZVPD

Positions of all 9 atoms, in Å:
C1 0.67307 -0.96251 -1.36515
C2 0.21655 -0.67238 0.01136
O1 0.13206 0.66635 0.09367
C3 -0.48655 1.05471 1.19732
C4 -1.11010 1.43121 2.14683
H1 -0.19760 -1.44559 -1.83274
H2 1.44518 -1.73096 -1.29065
H3 0.97632 -0.09472 -1.96200
H4 -1.64894 1.75389 3.00135

- LUMO energy (eV) = 0.43
- DFT total energy (hartree) = -229.8562

Entry 5:
C4H4O | ωB97M-V/def2-TZVPD

Positions of all 9 atoms, in Å:
C1 1.03924 -1.26129 2.39290
C2 0.87098 -0.60542 1.41844
C3 0.49865 0.28726 0.04234
C4 -0.38012 -0.07385 -1.02383
O1 -1.68488 0.16846 -1.03335
H1 0.15499 1.17837 0.56687
H2 1.52908 0.37317 -0.30126
H3 -0.06735 -0.73716 -1.81248
H4 -1.96059 0.67045 -0.24963

- LUMO energy (spin up / spin down) (eV) = 0.04 / -2.53
- DFT total energy (hartree) = -229.7767

Entry 6:
C4H4O2 | ωB97M-V/def2-TZVPD

Positions of all 10 atoms, in Å:
C1 1.47328 -0.15374 1.36405
C2 0.43208 0.26123 0.28898
C3 -0.44626 0.63503 -0.47265
C4 -1.38831 0.60462 -1.63627
H1 1.56409 -1.36548 1.37948
H2 0.82924 0.02388 2.41771
H3 2.66080 0.43847 1.23539
H4 -1.67468 -0.89898 -0.40116
O1 -1.99411 -0.82447 -1.46013
O2 -1.45612 1.27945 -2.71541

- structure (SMILES) = CC#CC(=O)O
- LUMO energy (eV) = -0.09
- DFT total energy (hartree) = -305.1274